[1]
Formula: C8H22SSi2
Source: the Open Molecules 2025 dataset
Level of theory: ωB97M-V with the def2-TZVPD basis set

```
33
Properties=species:S:1:pos:R:3:forces:R:3:nbo_charge:R:1
C 2.8644 2.9998 -0.0481 -0.16 0.14 -0.16 -1.1139
Si 1.8022 1.6742 0.7133 0.56 -0.29 -1.01 1.6355
C 2.9389 0.5676 1.6833 -0.51 -0.39 0.50 -1.1152
C 0.4409 2.5555 1.5694 -0.95 -0.46 0.40 -1.1434
C 1.1931 0.5473 -0.6977 -0.27 0.41 1.28 -1.0063
S -0.3387 1.1091 -1.3949 -0.73 0.05 -0.88 0.2291
C -1.4962 0.2171 -0.3638 -0.08 -1.07 0.56 -1.0128
Si -1.8615 -1.6313 -0.6344 0.11 -0.07 -1.78 1.6360
C -2.5683 -1.7866 -2.3752 0.55 -1.04 0.42 -1.1085
C -3.1587 -2.3375 0.4631 0.84 0.31 1.44 -1.1234
C -0.2936 -2.6513 -0.4232 -0.85 0.19 0.33 -1.1094
H 3.5868 2.5676 -0.7178 0.46 -0.28 -0.34 0.2302
H 2.2689 3.6891 -0.6524 -0.03 0.09 0.16 0.2398
H 3.4207 3.5564 0.7015 -0.03 0.20 0.12 0.2348
H 3.7045 0.2348 1.0063 0.45 -0.18 -0.50 0.2378
H 2.5008 -0.3486 2.1154 -0.02 0.46 -0.07 0.2368
H 3.4444 1.1221 2.4539 0.23 0.17 0.57 0.2356
H 0.0951 2.0089 2.4491 -0.07 0.10 0.09 0.2366
H 0.7644 3.5363 1.8759 0.17 0.39 0.21 0.2453
H -0.4239 2.6857 0.9036 0.27 -0.03 0.08 0.2588
H 1.0472 -0.4495 -0.2983 0.17 -0.25 -0.18 0.2371
H 1.9007 0.5325 -1.4944 0.74 -0.21 -0.53 0.2481
H -2.4461 0.7077 -0.4668 -0.55 0.44 0.05 0.2478
H -1.2066 0.2678 0.6815 0.11 0.54 0.39 0.2214
H -1.7399 -1.7539 -3.0741 0.04 -0.02 -0.38 0.2360
H -3.2411 -0.9882 -2.6098 -0.50 0.51 -0.14 0.2329
H -3.0989 -2.7557 -2.4801 0.29 0.51 -0.06 0.2300
H -2.8005 -2.1192 1.4936 -0.51 -0.35 -0.27 0.2293
H -4.1271 -1.8905 0.3354 -0.50 0.12 -0.07 0.2412
H -3.1981 -3.4209 0.3318 -0.09 0.10 0.00 0.2452
H -0.4721 -3.7304 -0.5181 0.16 0.31 -0.07 0.2432
H 0.0515 -2.4294 0.5832 0.27 -0.20 0.26 0.2269
H 0.4466 -2.2865 -1.1112 0.45 -0.17 -0.43 0.2378
```
Forces are in eV/Å.

Properties
Energy relative to the best compared isomer or geometry (same formula, charge and spin) in kJ/mol: 16.6
Kohn-Sham gap in eV: 8.6
SMILES string: C[Si](C)(C)CSC[Si](C)(C)C

[2]
Formula: C8H23B2F6FeN2O6S2
Source: the Open Molecules 2025 dataset
Level of theory: ωB97M-V with the def2-TZVPD basis set

```
50
Properties=species:S:1:pos:R:3:forces:R:3:nbo_charge:R:1
Fe 0.0654 -0.1955 1.0490 -1.24 0.96 1.91 1.7402
B 0.9250 -0.0107 3.1449 0.78 -0.62 0.43 -0.7612
H 1.1961 0.5996 2.2974 1.80 2.32 -3.69 -0.0333
H -0.1105 -0.3047 3.0692 -4.50 -0.91 -0.51 0.0799
H 1.4140 -0.9423 3.3841 2.19 -3.29 0.05 0.0620
H 1.0178 0.6361 4.0035 0.03 2.59 2.76 0.0776
B -1.6965 -1.4257 1.3571 0.08 -0.84 0.02 -0.8237
H -2.7238 -1.7550 1.3751 -3.43 -1.15 -0.14 0.1015
H -1.6925 -0.4615 1.8413 0.00 4.23 1.67 0.0351
H -1.0543 -2.0683 1.9394 2.52 -2.46 2.23 0.0784
H -1.3405 -1.4046 0.3387 1.48 0.10 -4.31 -0.0031
C 1.3023 -3.3201 -1.1922 -1.05 2.02 -1.50 0.7762
F 1.7918 -4.4807 -1.5068 0.63 -0.20 0.32 -0.2712
F 1.2310 -2.5422 -2.3360 0.05 -0.98 1.23 -0.3281
F 0.0470 -3.4871 -0.7699 0.50 0.26 0.41 -0.3038
S 2.4261 -2.3215 0.0077 1.13 -1.77 0.92 2.1208
O 2.2953 -2.7931 1.3410 -1.17 -0.04 0.19 -0.8711
O 3.7378 -2.5526 -0.5700 -1.69 1.41 -0.03 -0.8480
N 1.7649 -0.6572 0.0582 0.74 -4.13 -0.51 -1.2821
S 2.6848 0.1143 -0.9362 1.55 6.12 -2.94 2.1433
O 2.9239 -0.4564 -2.2377 0.23 -0.48 1.41 -0.8657
O 2.1515 1.5003 -1.0611 0.64 -2.12 1.37 -0.9463
C 4.4545 0.3728 0.0624 0.85 -0.49 -2.01 0.8049
F 4.5944 1.6228 0.4497 -0.18 1.30 -1.61 -0.3014
F 4.6289 -0.2550 1.1494 -1.12 -2.75 2.73 -0.2934
F 5.4828 -0.0996 -0.7238 -1.34 1.48 -0.25 -0.3218
C 0.4943 3.2279 1.7392 1.93 0.62 -0.20 -0.2792
O -0.4462 2.1864 1.8148 -1.06 0.82 0.71 -0.5584
C -1.7429 2.6149 1.2678 1.86 -1.54 -0.17 -0.0855
C -1.5554 2.3414 -0.2397 -1.33 -0.32 1.39 -0.2428
N -1.1791 0.8972 -0.4935 -0.54 1.86 1.78 -0.7039
C -0.8368 0.7428 -1.8580 -0.11 -1.93 -2.13 -0.2507
C -1.7570 -0.4400 -2.4201 2.00 -0.01 -0.78 -0.0746
O -3.0282 -0.5052 -1.8479 -0.71 0.82 0.25 -0.5714
C -3.9321 -1.4580 -2.4119 1.15 -1.04 0.12 -0.2607
H 0.7587 3.4747 0.7110 -0.40 0.22 -0.22 0.1799
H 1.4747 2.9840 2.1484 -0.18 -1.07 0.18 0.2182
H 0.3147 4.1359 2.3148 -1.10 0.00 -0.08 0.1898
H -2.0887 3.6004 1.5799 0.78 0.44 -0.41 0.2122
H -2.4797 1.9824 1.7629 0.03 -0.55 -0.47 0.2100
H -0.7954 2.9506 -0.7291 -0.20 0.13 0.30 0.2246
H -2.5631 2.5673 -0.5882 0.10 -0.20 -1.11 0.2102
H -2.0162 0.3322 -0.4988 -0.77 0.13 1.26 0.4380
H 0.2274 0.5171 -1.9257 -0.21 -0.29 -0.58 0.2295
H -0.9901 1.6142 -2.4946 -0.24 0.25 0.36 0.2061
H -1.2946 -1.4085 -2.2295 0.44 -0.06 -0.09 0.1745
H -1.7254 -0.2588 -3.4945 -0.55 -0.29 -0.25 0.1830
H -4.5398 -1.0161 -3.2016 -0.26 -0.08 0.39 0.1929
H -4.4045 -2.0621 -1.6373 -0.93 1.18 0.45 0.2108
H -3.4119 -2.3325 -2.8028 0.78 0.33 -0.87 0.1816
```
Forces are in eV/Å.

Properties
⟨S²⟩: 8.7611
Spin multiplicity: 6
Energy relative to the best compared isomer or geometry (same formula, charge and spin) in kJ/mol: 60.6
Kohn-Sham gap (alpha / beta) in eV: 11.0 / 7.7